The following is a DFT calculation (wB97M-V/def2-TZVPD) of a cluster of 2 separate species, C4H10N2 in total.

Each line ends with the Löwdin charge.
Positions of all 16 atoms, in Å:
C1 2.30707 -0.41848 -2.43677  -0.08
C2 1.06967 -0.52547 -1.97349  -0.09
H1 3.13415 -0.98069 -2.01839  0.04
H2 2.58146 0.21360 -3.27219  0.04
H3 0.89686 -1.20400 -1.14842  0.04
H4 0.26733 0.06050 -2.39557  0.04
C3 -2.06015 0.86135 0.42489  -0.14
N1 -0.63524 -0.70194 2.26728  0.02
C4 -0.08127 0.45837 1.58876  -0.29
N2 -0.70507 1.20308 0.79374  -0.01
H5 -2.13271 0.73335 -0.65054  0.07
H6 -2.73217 1.66381 0.71825  0.07
H7 -2.42504 -0.04323 0.90869  0.06
H8 0.01696 -1.47189 2.10916  0.07
H9 -0.46326 -0.50670 3.24973  0.07
H10 0.96140 0.65835 1.83487  0.10

Force components x, y, z for each atom (eV/Å):
0.13 -0.04 -0.15
0.73 -0.02 -0.07
-0.11 -0.08 0.10
-0.18 0.13 0.01
-0.37 0.11 0.02
-0.19 -0.09 0.11
-0.43 -0.24 0.41
0.62 0.13 0.01
-0.25 -0.33 0.09
0.40 -0.11 -0.11
0.10 0.14 -0.17
0.03 0.26 -0.12
0.03 -0.12 -0.03
-0.20 -0.04 -0.18
-0.33 -0.05 0.25
0.03 0.37 -0.17

- E_LUMO (hartree) = 0.0343
- HOMO-LUMO gap (eV) = 10.5
- SMILES string = C/N=C\N.C=C

***

The following is a DFT calculation (wB97M-V/def2-TZVPD) of a structure of composition C33H32IN5O4P2Ru.

Each line ends with the Löwdin charge.
Positions of all 78 atoms, in Å:
Ru1 0.58121 -0.74905 -0.01051  0.66
I1 1.44834 0.92639 -1.91582  1.30
C1 1.73558 2.77442 -0.98397  -0.57
C2 3.05792 3.12872 -0.89214  -0.12
C3 3.39775 4.48012 -0.69206  -0.01
C4 2.40890 5.41672 -0.71960  0.04
C5 1.04278 5.05160 -0.82351  -0.12
C6 0.06042 6.07318 -0.94761  0.06
C7 -1.26002 5.77633 -1.08115  0.00
C8 -1.66862 4.44219 -0.91946  -0.06
C9 -0.75725 3.40838 -0.74596  -0.25
P1 -1.51588 1.96734 -0.07703  1.07
C10 -1.92469 0.70345 -1.28230  -0.35
C11 -1.85298 -0.67764 -0.98338  -0.19
C12 -2.18384 -1.60963 -1.96528  -0.06
C13 -2.57439 -1.18881 -3.23375  -0.01
C14 -2.65241 0.16420 -3.51618  0.02
C15 -2.32967 1.11096 -2.53997  -0.04
C16 -2.82275 2.31095 1.01836  -0.29
C17 -2.93994 3.53764 1.69649  -0.05
C18 -3.94458 3.70320 2.62858  -0.01
C19 -4.81427 2.65562 2.91182  0.01
C20 -4.69233 1.43075 2.26106  -0.02
C21 -3.70675 1.25233 1.31392  -0.05
C22 0.65531 3.68848 -0.84362  -0.20
H1 3.84339 2.39886 -1.03530  0.10
H2 4.43721 4.76532 -0.60551  0.14
H3 2.65608 6.47069 -0.67878  0.14
H4 0.39312 7.10458 -0.96082  0.15
H5 -1.99697 6.55349 -1.22889  0.14
H6 -2.73223 4.24137 -0.89022  0.13
H7 -1.72100 -1.01872 0.04392  0.10
H8 -2.20460 -2.66504 -1.72699  0.11
H9 -2.84891 -1.91444 -3.98878  0.14
H10 -2.97173 0.49476 -4.49643  0.14
H11 -2.38413 2.16508 -2.78743  0.13
H12 -2.23569 4.33964 1.53077  0.12
H13 -4.04645 4.64835 3.14467  0.13
H14 -5.59572 2.79436 3.64817  0.14
H15 -5.37839 0.62592 2.48693  0.13
H16 -3.64384 0.30665 0.79135  0.10
O1 1.63021 1.61234 6.06012  0.20
C23 0.91581 1.32889 4.97986  -0.46
O2 -0.21664 1.68131 4.84222  0.18
C24 1.52389 0.49630 3.88115  -0.01
C25 2.34390 -0.61733 3.89988  0.07
N1 2.33804 -1.14441 2.66216  0.06
N2 1.55472 -0.44117 1.82235  -0.05
C26 1.08061 0.56135 2.56499  -0.13
C27 0.27426 1.61151 1.91088  -0.36
O3 0.21682 2.75637 2.14716  0.26
O4 -0.40508 1.02534 0.79130  -0.33
H17 2.55433 1.33454 6.01952  0.14
H18 2.91460 -1.07508 4.69512  0.17
H19 2.87542 -1.93008 2.33529  0.16
C28 2.56890 -5.14537 -2.45815  -0.07
N3 2.75984 -5.16679 -0.91632  -0.05
C29 1.62917 -6.03332 -0.31074  -0.07
N4 0.36525 -5.52094 -0.71031  -0.14
C30 0.23556 -5.51141 -2.17116  -0.11
N5 1.27069 -4.67003 -2.77029  -0.14
C31 1.07333 -3.24877 -2.51439  -0.27
P2 1.13635 -2.92405 -0.69278  0.90
C32 2.74367 -3.77717 -0.34059  -0.22
C33 -0.00668 -4.26021 -0.08028  -0.26
H20 2.70307 -6.17311 -2.79219  0.16
H21 3.35483 -4.51716 -2.87375  0.16
H22 3.66458 -5.59722 -0.70405  0.20
H23 1.75368 -6.02610 0.77089  0.15
H24 1.78097 -7.04251 -0.69034  0.16
H25 -0.74925 -5.14028 -2.44778  0.15
H26 0.33662 -6.52927 -2.54554  0.16
H27 0.11119 -2.92303 -2.90882  0.09
H28 1.84841 -2.66000 -3.00978  0.11
H29 2.90678 -3.85669 0.73496  0.10
H30 3.57201 -3.21055 -0.76783  0.12
H31 -1.03860 -4.01060 -0.32259  0.09
H32 0.06076 -4.34404 1.00629  0.11

Force components x, y, z for each atom (eV/Å):
-0.77 -0.03 0.42
0.22 -0.77 -0.01
-0.20 -0.10 0.23
0.04 0.35 0.00
0.11 -0.23 0.01
-0.10 0.11 -0.04
-0.06 0.15 0.06
0.22 0.02 0.03
-0.18 -0.14 -0.05
0.04 0.14 -0.02
0.23 0.21 -0.13
0.01 -0.28 -0.05
-0.08 -0.27 0.09
0.20 0.07 -0.07
0.00 0.07 -0.02
0.03 -0.05 0.02
0.00 0.11 0.05
0.05 0.03 -0.16
-0.25 -0.05 0.20
0.12 -0.14 0.09
-0.03 0.01 0.03
-0.04 0.01 0.01
-0.04 0.01 0.04
0.01 0.13 -0.10
0.00 0.02 -0.04
0.00 0.00 -0.01
-0.01 0.00 0.00
-0.01 -0.01 0.00
0.00 -0.01 0.01
-0.01 -0.02 -0.02
-0.02 0.00 0.06
-0.26 -0.03 0.07
0.00 -0.01 0.03
0.01 0.01 0.01
-0.01 0.01 0.02
0.00 -0.02 -0.01
0.01 0.02 -0.04
0.01 -0.02 0.01
0.00 0.00 -0.01
0.00 0.01 -0.01
-0.01 0.01 -0.03
-0.08 -0.12 -0.21
0.09 0.18 0.30
-0.06 -0.01 -0.10
0.09 -0.11 0.11
0.08 -0.05 -0.05
-0.08 0.10 0.01
0.37 -0.31 -0.25
-0.18 0.23 -0.07
0.07 -0.21 -0.02
-0.20 0.13 -0.01
0.34 0.50 -0.12
0.05 0.04 0.02
-0.05 -0.01 0.00
0.02 0.00 -0.01
-0.05 0.03 0.09
0.05 0.07 0.04
-0.07 0.10 -0.04
-0.10 -0.11 0.02
0.07 0.07 0.14
-0.06 0.05 -0.22
0.09 -0.16 0.17
0.00 0.58 -0.26
0.06 -0.06 -0.04
0.30 0.03 -0.08
0.00 -0.03 0.02
0.01 0.02 0.00
-0.01 -0.04 -0.01
0.02 0.01 0.02
0.01 -0.02 -0.03
-0.01 -0.01 -0.02
0.00 -0.02 0.00
-0.03 -0.03 -0.03
0.02 -0.01 -0.03
0.00 -0.07 0.02
0.02 0.00 -0.04
-0.04 -0.04 -0.03
-0.01 -0.03 0.02

- E_LUMO (alpha / beta) (hartree) = -0.4654 / -0.4699
- charge = +4
- HOMO-LUMO gap (alpha / beta) (eV) = 5.9 / 5.8

***

The following is a DFT calculation (wB97M-V/def2-TZVPD) of the molecule O4S.

Each line ends with the Löwdin charge.
Positions of all 5 atoms, in Å:
O1 1.15086 1.33154 -0.14121  -0.33
O2 1.44925 -1.16412 -0.15083  -0.29
O3 -1.06917 -0.40063 0.05273  -0.32
O4 -2.21785 0.25476 0.00140  0.03
S1 0.68691 -0.02155 0.23791  0.91

Force components x, y, z for each atom (eV/Å):
-1.29 -2.44 0.31
-0.72 -0.32 -0.48
-2.71 -1.15 -0.70
2.70 -0.07 0.13
2.02 3.98 0.75

- E_LUMO (alpha / beta) (hartree) = -0.1257 / -0.0868
- HOMO-LUMO gap (alpha / beta) (eV) = 8.2 / 8.4

***

Q: Which energy relative to the best compared isomer or geometry (same formula, charge and spin) values were calculated for the entries above? A: 200.1; 16.9; 200.5, in kJ/mol.
Q: Which max |F| values were calculated for the entries above? A: 0.73; 0.88; 4.53, in eV/Å.